[1]
C3H12NO | ωB97M-V/def2-TZVPD

Gap between HOMO and LUMO ... 12.65 eV
Relative energy (zero: lowest compared OMol25 entry of this formula, charge and spin) ... 50.0 kcal per mole
Highest occupied orbital energy ... -15.982 eV
Spin multiplicity ... 1
LUMO energy ... -3.3 eV
Energy ... -6835.2446 eV
Total charge ... +1

Structure (XYZ):
```
17
C3H12NO (ωB97M-V/def2-TZVPD)
C -0.722 -2.082 0.353
C 0.454 -1.182 -0.001
N 0.003 0.280 -0.554
C 1.143 1.169 -1.414
H -1.638 -2.267 -0.288
H -0.257 -3.074 0.714
H -1.058 -1.581 1.303
H 1.071 -0.967 0.907
H 1.149 -1.627 -0.854
H -0.150 0.841 0.334
H -0.960 -0.073 -1.078
H 2.200 0.997 -0.946
H 0.817 2.190 -1.403
H 1.066 0.827 -2.390
H -0.315 2.498 1.621
H -1.833 2.250 1.849
O -0.971 1.801 1.849
```

[2]
C3H9NO2S | ωB97M-V/def2-TZVPD

Gap between HOMO and LUMO ... 9.52 eV
Relative energy (zero: lowest compared OMol25 entry of this formula, charge and spin) ... 80.9 kcal per mole
Highest occupied orbital energy ... -8.904 eV
Spin multiplicity ... 1
LUMO energy ... 0.6 eV
Energy ... -19674.9030 eV

Structure (XYZ):
```
16
C3H9NO2S (ωB97M-V/def2-TZVPD)
C 2.776 -0.226 -0.243
C -2.021 -0.571 0.185
C -2.766 0.389 -0.400
N 0.657 1.299 -0.029
O 0.778 -0.997 1.115
O -1.355 -1.513 -0.564
S 1.568 0.259 0.945
H 3.587 0.662 -0.167
H 3.164 -1.075 0.177
H 2.228 -0.232 -1.203
H 0.474 2.255 0.387
H -1.981 -0.558 1.208
H -3.363 0.999 0.151
H -2.920 0.434 -1.527
H -0.247 0.832 0.035
H -0.580 -1.957 -0.070
```

[3]
C18H13CoN3O4 | ωB97M-V/def2-TZVPD

Gap between HOMO and LUMO (spin up / spin down) ... 5.22 / 4.87 eV
Relative energy (zero: lowest compared OMol25 entry of this formula, charge and spin) ... 53.9 kcal per mole
Highest occupied orbital energy (spin up / spin down) ... -5.807 / -8.327 eV
Spin multiplicity ... 4
LUMO energy (spin up / spin down) ... -0.6 / -3.5 eV
Energy ... -69161.8489 eV

Structure (XYZ):
```
39
C18H13CoN3O4 (ωB97M-V/def2-TZVPD)
Co -1.148 0.086 -0.259
O 5.505 0.399 -0.957
C 4.943 -0.663 -0.721
O 5.259 -1.837 -0.571
C 3.362 -0.464 -0.579
C 2.823 0.815 -0.731
C 1.458 0.957 -0.589
N 0.687 -0.121 -0.291
C 1.203 -1.374 -0.187
C 2.561 -1.577 -0.318
C 0.163 -2.355 0.052
C 0.392 -3.709 0.293
C -0.672 -4.551 0.529
C -1.962 -4.017 0.511
C -2.127 -2.676 0.250
N -1.107 -1.836 0.025
C 0.658 2.159 -0.727
C 1.174 3.436 -0.942
C 0.321 4.511 -1.037
C -1.052 4.286 -0.921
C -1.504 3.000 -0.727
N -0.693 1.940 -0.624
H 3.469 1.649 -0.956
H 3.008 -2.555 -0.231
H 1.405 -4.083 0.293
H -0.510 -5.602 0.716
H -2.822 -4.644 0.691
H -3.119 -2.247 0.197
H 2.243 3.566 -1.031
H 0.706 5.506 -1.206
H -1.754 5.103 -0.990
H -2.566 2.797 -0.668
C -2.726 0.702 2.517
O -3.548 0.606 1.361
C -2.912 0.356 0.212
O -3.527 0.254 -0.839
H -3.394 0.915 3.346
H -1.998 1.509 2.409
H -2.199 -0.238 2.697
```

[4]
C41H108N8O12 | ωB97M-V/def2-TZVPD

Gap between HOMO and LUMO ... 9.17 eV
Relative energy (zero: lowest compared OMol25 entry of this formula, charge and spin) ... 60.7 kcal per mole
Highest occupied orbital energy ... -8.663 eV
Spin multiplicity ... 1
LUMO energy ... 0.5 eV
Energy ... -80750.9828 eV
SMILES ... COC[C@H](C)N.COC[C@H](C)N.COC[C@H](C)N.COC[C@H](C)N.COC[C@H](C)N.COCCNCCOC.COCCNCCOC.COCCNCCOC.CC(C)O

Structure (XYZ):
```
169
C41H108N8O12 (ωB97M-V/def2-TZVPD)
C -3.575 1.103 5.000
O -4.669 0.900 4.122
C -4.797 -0.455 3.717
C -5.645 -0.518 2.444
C -5.676 -1.918 1.862
N -5.181 0.456 1.413
H -3.604 0.408 5.849
H -3.662 2.124 5.371
H -2.617 0.981 4.478
H -3.813 -0.915 3.547
H -5.250 -1.035 4.537
H -6.667 -0.251 2.749
H -4.679 -2.305 1.638
H -6.320 -1.970 0.989
H -6.065 -2.604 2.628
H -4.916 1.294 1.936
H -4.253 0.111 1.102
C -0.448 -5.167 -1.779
O 0.784 -4.834 -1.192
C 1.320 -3.673 -1.747
C 2.557 -3.257 -0.959
C 3.524 -4.437 -0.815
N 2.217 -2.746 0.388
H -1.229 -4.435 -1.521
H -0.787 -6.133 -1.406
H -0.354 -5.226 -2.871
H 1.597 -3.829 -2.807
H 0.564 -2.868 -1.741
H 3.087 -2.487 -1.530
H 4.362 -4.068 -0.215
H 3.980 -4.719 -1.767
H 3.065 -5.270 -0.293
H 1.710 -3.475 0.900
H 1.523 -2.002 0.213
C 1.864 0.617 -0.366
O 0.783 -0.131 0.112
C -0.362 0.176 -0.674
C -1.608 -0.577 -0.212
C -2.672 -0.550 -1.264
N -2.109 0.032 1.020
H 2.218 0.227 -1.330
H 2.689 0.642 0.341
H 1.560 1.654 -0.574
H -0.586 1.246 -0.562
H -0.082 -0.027 -1.720
H -1.269 -1.587 0.063
H -2.896 0.453 -1.632
H -3.592 -0.981 -0.860
H -2.357 -1.143 -2.126
H -2.324 1.018 0.824
H -1.290 0.109 1.622
C -0.194 -4.130 6.195
O -0.662 -4.375 4.905
C 0.385 -4.752 4.031
C -0.188 -5.077 2.672
C -1.151 -6.257 2.758
N 0.934 -5.318 1.737
H 0.305 -5.011 6.615
H -1.049 -3.887 6.826
H 0.492 -3.272 6.210
H 1.180 -3.997 3.964
H 0.872 -5.679 4.404
H -0.759 -4.196 2.343
H -1.986 -6.000 3.416
H -0.680 -7.155 3.161
H -1.589 -6.453 1.778
H 1.209 -6.297 1.824
H 0.625 -5.267 0.760
C 3.939 0.148 -3.395
O 5.256 0.084 -2.873
C 5.320 0.100 -1.461
C 6.614 -0.561 -1.076
C 6.587 -2.035 -1.454
N 6.817 -0.380 0.394
H 3.387 1.030 -3.057
H 3.409 -0.768 -3.090
H 4.046 0.102 -4.477
H 5.219 1.133 -1.109
H 4.524 -0.495 -0.973
H 7.448 -0.047 -1.559
H 6.279 -2.167 -2.497
H 5.833 -2.550 -0.850
H 7.570 -2.491 -1.345
H 7.598 -0.983 0.649
H 6.015 -0.816 0.856
C 3.776 4.364 -2.193
O 2.890 3.263 -2.169
C 2.607 2.748 -3.463
C 1.197 2.262 -3.450
N 0.285 3.359 -3.213
C -1.124 2.972 -3.069
C -1.614 2.111 -4.187
O -1.337 0.774 -3.861
C -1.758 -0.134 -4.849
H 4.051 4.617 -1.171
H 3.284 5.245 -2.631
H 4.690 4.135 -2.754
H 3.314 1.931 -3.644
H 2.748 3.534 -4.213
H 1.120 1.442 -2.704
H 0.985 1.753 -4.397
H 0.596 3.848 -2.382
H -1.693 3.904 -3.053
H -1.287 2.454 -2.112
H -1.206 2.413 -5.160
H -2.710 2.235 -4.239
H -1.508 -1.138 -4.501
H -1.214 0.012 -5.790
H -2.846 -0.076 -4.982
C -4.886 3.376 -2.938
O -4.065 3.745 -1.879
C -4.433 3.062 -0.698
C -3.667 3.659 0.447
N -2.312 3.147 0.518
C -1.586 3.628 1.701
C -0.169 3.123 1.676
O 0.429 3.381 0.404
C 1.710 4.011 0.476
H -5.948 3.509 -2.703
H -4.701 2.329 -3.227
H -4.645 4.001 -3.798
H -4.215 1.994 -0.805
H -5.506 3.218 -0.522
H -4.195 3.460 1.384
H -3.710 4.758 0.335
H -1.832 3.522 -0.297
H -2.088 3.309 2.616
H -1.580 4.733 1.677
H -0.089 2.042 1.844
H 0.410 3.579 2.489
H 2.041 4.159 -0.556
H 2.439 3.417 1.041
H 1.663 5.018 0.920
C 4.917 4.077 0.061
O 4.965 3.765 1.407
C 4.794 2.370 1.616
C 5.105 1.992 3.054
N 4.231 2.556 4.082
C 2.811 2.213 3.967
C 2.547 0.739 3.736
O 1.144 0.638 3.634
C 0.714 -0.669 3.375
H 4.905 5.162 -0.025
H 4.025 3.645 -0.409
H 5.810 3.702 -0.455
H 5.489 1.793 0.987
H 3.767 2.075 1.343
H 6.101 2.382 3.291
H 5.190 0.908 3.136
H 4.300 3.565 4.017
H 2.317 2.783 3.160
H 2.289 2.475 4.890
H 2.848 0.176 4.630
H 3.017 0.372 2.819
H 1.130 -1.032 2.436
H -0.371 -0.641 3.354
H 1.009 -1.320 4.211
C -5.124 -2.276 -3.687
C -5.900 -1.113 -3.160
C -7.063 -0.669 -4.052
O -6.376 -1.514 -1.845
H -4.746 -2.121 -4.702
H -5.721 -3.187 -3.775
H -4.289 -2.470 -3.014
H -5.238 -0.251 -2.974
H -7.639 0.132 -3.599
H -7.698 -1.531 -4.268
H -6.651 -0.349 -5.016
H -6.576 -0.724 -1.329
```